1.
{"formula": "C50H45FN3O12", "method": "wB97M-V/def2-TZVPD", "e_homo_ev": -10.51, "energy_ha": -3098.86602, "charge": 1, "multiplicity": 1, "orbital_gap_ev": 6.634, "species": ["F", "C", "C", "C", "C", "N", "C", "C", "N", "C", "C", "C", "C", "N", "C", "C", "C", "C", "H", "H", "H", "H", "H", "H", "H", "H", "H", "H", "H", "H", "H", "H", "H", "H", "H", "H", "H", "H", "H", "C", "C", "C", "O", "C", "C", "C", "O", "H", "H", "H", "H", "C", "C", "C", "O", "C", "C", "C", "O", "H", "H", "H", "H", "C", "C", "C", "O", "C", "C", "C", "O", "H", "H", "H", "H", "C", "C", "C", "O", "C", "C", "C", "O", "H", "H", "H", "H", "C", "C", "C", "O", "C", "C", "C", "O", "H", "H", "H", "H", "C", "C", "C", "O", "C", "C", "C", "O", "H", "H", "H", "H"], "coordinates": [[1.229, -3.587, 0.444], [1.105, -2.996, -0.816], [2.166, -1.896, -1.035], [1.953, -0.830, 0.110], [1.762, 0.581, -0.438], [2.514, 1.054, -1.434], [2.153, 2.376, -1.715], [1.131, 2.642, -0.841], [0.885, 1.520, -0.059], [-0.105, 1.289, 1.006], [-1.391, 2.131, 0.879], [-2.378, 1.622, -0.209], [-2.815, 0.125, -0.007], [-3.829, -0.150, -1.028], [-5.148, -0.484, -0.825], [-5.743, -0.617, -2.067], [-4.765, -0.344, -3.114], [-3.617, -0.073, -2.376], [0.083, -2.578, -0.922], [1.208, -3.770, -1.593], [3.173, -2.325, -0.871], [2.085, -1.452, -2.038], [1.132, -1.138, 0.774], [2.860, -0.782, 0.747], [3.239, 0.542, -1.920], [2.595, 3.038, -2.459], [0.588, 3.585, -0.779], [-0.357, 0.217, 0.990], [0.331, 1.505, 1.998], [-1.919, 2.097, 1.852], [-1.169, 3.198, 0.685], [-3.320, 2.200, -0.105], [-2.039, 1.793, -1.247], [-1.968, -0.578, -0.073], [-3.338, 0.066, 0.965], [-5.642, -0.622, 0.138], [-6.786, -0.875, -2.278], [-4.896, -0.328, -4.195], [-2.620, 0.182, -2.756], [0.439, -4.235, -5.347], [-0.479, -4.828, -6.107], [-1.924, -4.543, -5.928], [-2.763, -5.080, -6.615], [-2.303, -3.572, -4.870], [-1.382, -2.983, -4.113], [0.059, -3.270, -4.296], [0.907, -2.728, -3.601], [1.498, -4.429, -5.459], [-0.218, -5.538, -6.882], [-3.362, -3.374, -4.752], [-1.640, -2.272, -3.336], [5.673, -5.014, -4.223], [6.454, -4.897, -3.151], [5.917, -5.099, -1.782], [6.625, -4.990, -0.806], [4.478, -5.437, -1.655], [3.699, -5.552, -2.728], [4.237, -5.350, -4.094], [3.522, -5.457, -5.071], [6.046, -4.869, -5.229], [7.506, -4.653, -3.225], [4.103, -5.581, -0.649], [2.646, -5.798, -2.655], [2.314, 3.135, 5.549], [3.636, 3.101, 5.707], [4.539, 2.814, 4.567], [5.741, 2.779, 4.704], [3.911, 2.567, 3.242], [2.591, 2.602, 3.091], [1.692, 2.890, 4.231], [0.484, 2.922, 4.081], [1.639, 3.343, 6.369], [4.109, 3.280, 6.664], [4.585, 2.359, 2.420], [2.114, 2.427, 2.136], [-2.510, 6.177, 7.797], [-1.190, 6.142, 7.957], [-0.286, 5.853, 6.819], [0.920, 5.818, 6.963], [-0.908, 5.607, 5.496], [-2.227, 5.643, 5.336], [-3.131, 5.931, 6.474], [-4.336, 5.966, 6.326], [-3.187, 6.386, 8.615], [-0.718, 6.320, 8.915], [-0.232, 5.399, 4.678], [-2.699, 5.466, 4.378], [3.646, -8.721, -5.771], [4.752, -9.447, -5.915], [4.747, -10.708, -6.696], [5.752, -11.371, -6.826], [3.463, -11.126, -7.311], [2.358, -10.398, -7.166], [2.363, -9.139, -6.385], [1.357, -8.473, -6.254], [3.629, -7.800, -5.206], [5.697, -9.157, -5.474], [3.479, -12.048, -7.878], [1.412, -10.688, -7.607], [-5.865, 8.481, 5.773], [-6.964, 8.660, 6.503], [-7.651, 9.973, 6.551], [-8.651, 10.137, 7.217], [-7.067, 11.079, 5.753], [-5.969, 10.901, 5.024], [-5.283, 9.587, 4.977], [-4.281, 9.422, 4.310], [-5.347, 7.529, 5.725], [-7.404, 7.863, 7.090], [-7.583, 12.030, 5.800], [-5.528, 11.697, 4.436]]}

2.
{"formula": "C50H45N5O3PPtSeSi", "method": "wB97M-V/def2-TZVPD", "s2": 6.0330, "e_homo_ev": [-8.71, -9.24], "energy_ha": -5583.14982, "charge": 1, "multiplicity": 5, "relative_energy_kcal_mol": 0.00, "orbital_gap_ev": [5.432, 3.037], "species": ["Pt", "Se", "N", "C", "C", "C", "C", "C", "N", "C", "C", "N", "C", "C", "C", "C", "C", "N", "H", "H", "H", "H", "H", "H", "O", "C", "C", "C", "C", "C", "C", "C", "P", "C", "C", "C", "C", "C", "C", "C", "C", "C", "C", "C", "C", "H", "H", "H", "H", "H", "H", "H", "H", "H", "H", "H", "H", "H", "H", "C", "C", "C", "C", "C", "C", "N", "C", "C", "C", "C", "C", "C", "C", "O", "O", "C", "C", "H", "H", "H", "H", "H", "H", "H", "H", "H", "H", "H", "H", "H", "H", "C", "Si", "C", "C", "C", "H", "H", "H", "H", "H", "H", "H", "H", "H", "H", "H"], "coordinates": [[-2.068, 0.407, -0.074], [-3.600, 7.974, -1.015], [-2.094, 7.137, -0.566], [-2.398, 5.848, -0.511], [-1.459, 4.833, -0.153], [-0.136, 5.118, 0.188], [0.681, 4.103, 0.629], [0.154, 2.814, 0.702], [-1.069, 2.514, 0.304], [-1.902, 3.486, -0.109], [-3.258, 3.136, -0.420], [-3.624, 1.837, -0.351], [-4.893, 1.501, -0.530], [-5.893, 2.426, -0.806], [-5.546, 3.753, -0.922], [-4.216, 4.130, -0.732], [-3.789, 5.495, -0.799], [-4.599, 6.498, -1.095], [0.209, 6.142, 0.125], [1.702, 4.287, 0.929], [0.746, 2.004, 1.102], [-5.133, 0.449, -0.448], [-6.914, 2.100, -0.935], [-6.276, 4.519, -1.149], [-3.357, -0.007, -2.618], [-2.880, -0.620, -1.727], [-2.999, -2.018, -1.335], [-4.107, -2.778, -1.734], [-4.197, -4.090, -1.320], [-3.183, -4.657, -0.551], [-2.067, -3.913, -0.190], [-1.970, -2.584, -0.569], [-0.554, -1.393, -0.325], [0.391, -1.914, -1.817], [1.785, -1.990, -1.737], [2.526, -2.447, -2.812], [1.890, -2.824, -3.986], [0.510, -2.741, -4.078], [-0.238, -2.288, -3.001], [0.325, -2.139, 1.080], [0.291, -1.500, 2.313], [0.861, -2.092, 3.430], [1.486, -3.323, 3.316], [1.533, -3.964, 2.085], [0.945, -3.385, 0.972], [-4.873, -2.330, -2.354], [-5.060, -4.682, -1.592], [-3.259, -5.690, -0.237], [-1.288, -4.371, 0.403], [2.287, -1.702, -0.826], [3.603, -2.509, -2.724], [2.469, -3.182, -4.827], [0.011, -3.031, -4.993], [-1.313, -2.224, -3.101], [-0.197, -0.537, 2.383], [0.823, -1.589, 4.388], [1.939, -3.787, 4.182], [2.031, -4.920, 1.988], [0.974, -3.900, 0.022], [6.621, -1.441, 2.661], [6.250, -1.124, 1.236], [6.931, -1.748, 0.195], [6.603, -1.488, -1.126], [5.569, -0.622, -1.429], [4.874, 0.013, -0.398], [3.762, 0.823, -0.634], [3.334, 1.352, -1.837], [4.284, 1.889, -2.718], [3.905, 2.531, -3.877], [2.564, 2.676, -4.202], [1.611, 2.150, -3.356], [1.955, 1.471, -2.185], [0.778, 0.883, -1.445], [-0.344, 1.036, -1.961], [0.936, 0.235, -0.334], [5.239, -0.207, 0.944], [4.539, 0.578, 2.022], [7.253, -2.327, 2.701], [5.734, -1.624, 3.268], [7.176, -0.618, 3.118], [7.732, -2.441, 0.424], [7.144, -1.984, -1.922], [5.262, -0.467, -2.454], [3.015, 0.703, 0.026], [5.329, 1.847, -2.442], [4.663, 2.943, -4.531], [2.271, 3.193, -5.105], [0.559, 2.225, -3.595], [4.380, 1.608, 1.695], [5.128, 0.602, 2.936], [3.567, 0.140, 2.260], [-2.942, -2.267, 2.933], [-3.570, -0.492, 3.003], [-3.517, 0.135, 4.787], [-5.334, -0.442, 2.332], [-2.474, 0.743, 2.070], [-3.760, -2.977, 3.077], [-2.185, -2.464, 3.693], [-2.493, -2.480, 1.966], [-4.169, -0.457, 5.433], [-3.840, 1.176, 4.852], [-2.504, 0.074, 5.190], [-6.031, -0.809, 3.088], [-5.449, -1.082, 1.452], [-5.645, 0.570, 2.061], [-1.507, 0.858, 2.563], [-2.965, 1.719, 2.097]]}

3.
{"formula": "C50H46CsN2O3PTe", "method": "wB97M-V/def2-TZVPD", "e_homo_ev": -6.97, "energy_ha": -2897.71261, "multiplicity": 1, "relative_energy_kcal_mol": 0.00, "orbital_gap_ev": 7.121, "species": ["Cs", "N", "C", "C", "C", "C", "C", "C", "P", "C", "C", "C", "C", "C", "C", "C", "C", "C", "C", "C", "C", "H", "H", "H", "H", "H", "H", "H", "H", "H", "H", "H", "H", "H", "H", "H", "H", "C", "C", "C", "C", "C", "O", "C", "C", "C", "C", "C", "C", "C", "O", "C", "C", "C", "N", "C", "C", "Te", "C", "C", "C", "C", "C", "C", "C", "C", "C", "C", "C", "C", "H", "H", "H", "H", "H", "H", "H", "H", "H", "H", "H", "H", "H", "H", "H", "H", "H", "H", "H", "H", "H", "H", "H", "H", "C", "C", "C", "O", "H", "H", "H", "H", "H", "H"], "coordinates": [[-0.756, 0.782, 1.390], [-0.571, 3.048, 4.056], [0.237, 4.139, 4.391], [-0.209, 5.102, 5.295], [0.573, 6.204, 5.592], [1.818, 6.362, 4.997], [2.258, 5.415, 4.087], [1.481, 4.307, 3.758], [1.990, 3.050, 2.527], [3.783, 3.328, 2.353], [4.620, 2.475, 3.070], [5.998, 2.626, 3.017], [6.554, 3.625, 2.231], [5.729, 4.474, 1.505], [4.351, 4.329, 1.567], [1.309, 3.751, 0.975], [0.220, 4.620, 0.971], [-0.336, 5.052, -0.227], [0.199, 4.636, -1.436], [1.287, 3.772, -1.442], [1.825, 3.316, -0.248], [-1.339, 2.860, 4.683], [-0.026, 2.209, 3.907], [-1.174, 4.972, 5.771], [0.212, 6.937, 6.302], [2.437, 7.216, 5.236], [3.227, 5.539, 3.620], [4.183, 1.685, 3.671], [6.637, 1.959, 3.581], [7.629, 3.739, 2.180], [6.161, 5.253, 0.890], [3.713, 4.995, 0.999], [-0.197, 4.967, 1.908], [-1.184, 5.725, -0.210], [-0.229, 4.977, -2.370], [1.714, 3.444, -2.382], [2.653, 2.616, -0.270], [0.549, -5.137, -3.578], [0.026, -4.194, -2.527], [-1.284, -4.246, -2.079], [-1.777, -3.403, -1.081], [-3.164, -3.580, -0.579], [-3.437, -3.603, 0.607], [-4.243, -3.859, -1.589], [-5.325, -4.654, -1.224], [-6.347, -4.897, -2.127], [-6.305, -4.329, -3.395], [-5.239, -3.518, -3.757], [-4.206, -3.291, -2.858], [-0.948, -2.406, -0.498], [-1.340, -1.576, 0.394], [0.391, -2.343, -0.999], [0.852, -3.216, -1.962], [1.291, -1.319, -0.382], [1.349, -0.095, -0.735], [0.473, 0.369, -1.802], [1.221, 0.420, -3.124], [0.112, 1.400, -4.662], [-0.864, -0.294, -5.444], [-1.442, -0.156, -6.705], [-2.119, -1.216, -7.286], [-2.210, -2.433, -6.623], [-1.628, -2.574, -5.374], [-0.966, -1.507, -4.775], [2.122, -1.742, 0.784], [1.870, -2.956, 1.420], [2.604, -3.329, 2.537], [3.607, -2.501, 3.019], [3.868, -1.291, 2.386], [3.126, -0.910, 1.281], [-0.237, -5.812, -3.919], [1.369, -5.751, -3.200], [0.921, -4.596, -4.452], [-1.951, -4.995, -2.496], [-5.348, -5.074, -0.227], [-7.180, -5.528, -1.845], [-7.107, -4.516, -4.098], [-5.206, -3.061, -4.738], [-3.376, -2.656, -3.138], [1.889, -3.149, -2.282], [0.151, 1.384, -1.548], [-0.427, -0.246, -1.899], [1.469, -0.581, -3.479], [2.154, 0.974, -3.018], [-1.359, 0.780, -7.245], [-2.564, -1.093, -8.265], [-2.726, -3.268, -7.080], [-1.687, -3.514, -4.841], [-0.541, -1.651, -3.787], [1.088, -3.602, 1.041], [2.395, -4.271, 3.027], [4.188, -2.798, 3.883], [4.657, -0.646, 2.751], [3.317, 0.033, 0.785], [-2.047, -1.831, 3.600], [-2.852, -0.588, 3.828], [-4.345, -0.736, 3.729], [-2.328, 0.496, 4.024], [-2.478, -2.680, 4.131], [-1.010, -1.683, 3.900], [-2.092, -2.071, 2.529], [-4.698, -1.399, 4.521], [-4.594, -1.219, 2.781], [-4.835, 0.231, 3.810]]}

4.
{"formula": "C50H47AsCoN3OP", "method": "wB97M-V/def2-TZVPD", "s2": 0.8181, "e_homo_ev": [-7.24, -7.20], "energy_ha": -6132.84805, "multiplicity": 2, "relative_energy_kcal_mol": 0.00, "orbital_gap_ev": [6.672, 6.742], "species": ["Co", "O", "N", "C", "C", "C", "C", "C", "C", "C", "P", "C", "C", "C", "C", "C", "C", "C", "C", "C", "C", "C", "C", "H", "H", "H", "H", "H", "H", "H", "H", "H", "H", "H", "H", "H", "H", "H", "H", "C", "C", "C", "C", "C", "C", "As", "N", "C", "C", "C", "C", "C", "C", "C", "C", "C", "C", "C", "C", "C", "C", "C", "C", "C", "C", "H", "H", "H", "H", "H", "H", "H", "H", "H", "H", "H", "H", "H", "H", "H", "H", "H", "H", "H", "H", "H", "H", "H", "H", "H", "H", "H", "N", "C", "C", "C", "C", "C", "C", "C", "H", "H", "H", "H"], "coordinates": [[-0.311, -0.106, 0.435], [0.366, -1.703, -1.814], [-0.392, -0.576, -1.540], [-1.100, -0.197, -2.515], [-1.940, 1.037, -2.569], [-2.505, 1.249, -3.825], [-3.253, 2.381, -4.105], [-3.435, 3.332, -3.116], [-2.888, 3.121, -1.860], [-2.147, 1.981, -1.557], [-1.574, 1.742, 0.185], [-0.702, 3.285, 0.583], [-0.606, 3.680, 1.916], [0.192, 4.758, 2.272], [0.909, 5.444, 1.300], [0.828, 5.046, -0.027], [0.024, 3.972, -0.386], [-3.139, 1.809, 1.113], [-3.681, 2.987, 1.619], [-4.890, 2.959, 2.303], [-5.564, 1.757, 2.489], [-5.030, 0.580, 1.984], [-3.823, 0.607, 1.298], [0.617, -2.002, -0.914], [-1.050, -0.794, -3.425], [-2.343, 0.508, -4.599], [-3.683, 2.518, -5.089], [-4.006, 4.229, -3.317], [-3.050, 3.862, -1.085], [-1.136, 3.129, 2.686], [0.264, 5.052, 3.312], [1.535, 6.282, 1.578], [1.401, 5.565, -0.786], [-0.013, 3.654, -1.421], [-3.159, 3.930, 1.498], [-5.301, 3.879, 2.699], [-6.500, 1.740, 3.034], [-5.538, -0.364, 2.138], [-3.406, -0.318, 0.921], [-4.922, -1.906, 6.768], [-4.127, -2.021, 5.493], [-4.415, -2.991, 4.544], [-3.673, -3.125, 3.375], [-4.132, -4.178, 2.389], [-2.572, -2.275, 3.147], [-1.679, -2.453, 1.393], [0.014, -1.746, 1.370], [1.119, -2.057, 2.195], [2.397, -2.077, 1.627], [3.533, -2.302, 2.388], [3.431, -2.531, 3.757], [2.170, -2.523, 4.333], [1.032, -2.284, 3.565], [-1.237, -4.354, 1.150], [-0.773, -5.251, 2.117], [-0.743, -5.003, 3.607], [-0.340, -6.517, 1.711], [-0.373, -6.930, 0.394], [0.127, -8.289, -0.019], [-0.907, -6.051, -0.544], [-1.351, -4.784, -0.191], [-1.994, -3.951, -1.283], [-2.324, -1.230, 4.053], [-1.284, -0.149, 3.858], [-3.094, -1.140, 5.211], [-5.747, -2.619, 6.786], [-5.339, -0.904, 6.888], [-4.294, -2.102, 7.640], [-5.254, -3.661, 4.708], [-5.148, -4.492, 2.628], [-3.496, -5.062, 2.400], [-4.138, -3.806, 1.362], [2.496, -1.886, 0.563], [4.504, -2.298, 1.907], [4.315, -2.707, 4.357], [2.060, -2.695, 5.398], [0.061, -2.271, 4.043], [-1.271, -4.104, 3.908], [0.284, -4.923, 3.960], [-1.206, -5.849, 4.121], [0.027, -7.201, 2.473], [0.355, -8.906, 0.850], [1.038, -8.203, -0.616], [-0.612, -8.815, -0.626], [-0.995, -6.367, -1.580], [-2.058, -4.538, -2.201], [-1.432, -3.045, -1.508], [-3.005, -3.645, -1.009], [-0.977, -0.045, 2.822], [-0.379, -0.350, 4.436], [-1.693, 0.807, 4.192], [-2.882, -0.331, 5.907], [6.031, 3.378, 1.428], [5.028, 2.837, 1.270], [3.760, 2.159, 1.078], [2.875, 2.016, 2.145], [1.665, 1.370, 1.949], [1.304, 0.855, 0.704], [2.204, 1.006, -0.351], [3.423, 1.648, -0.173], [3.143, 2.407, 3.119], [0.997, 1.256, 2.796], [1.962, 0.619, -1.337], [4.115, 1.762, -0.999]]}